1.
Here is a 14-piece molecular cluster, C28H84O14 overall from the OMol25 dataset. Energies are from ωB97M-V/def2-TZVPD.

Positions of all 126 atoms, in Å:
1 C 23.09045 -3.75496 -16.49454
2 C 22.98791 -2.76321 -15.35381
3 O 23.83893 -1.66232 -15.69520
4 H 22.81001 -3.29289 -17.43958
5 H 22.47277 -4.64441 -16.35353
6 H 24.12701 -4.09457 -16.53912
7 H 23.35549 -3.20198 -14.41774
8 H 21.95876 -2.41145 -15.21497
9 H 23.68475 -1.02420 -14.97092
10 C 20.70131 2.69186 -20.73791
11 C 20.61883 1.44972 -21.63332
12 O 21.52893 0.47092 -21.19677
13 H 21.73017 3.02738 -20.60595
14 H 20.29350 2.52178 -19.73784
15 H 20.08862 3.50429 -21.14536
16 H 20.84093 1.75592 -22.65573
17 H 19.59197 1.06171 -21.59474
18 H 21.19098 0.11740 -20.34945
19 C 24.73054 1.84112 -18.13167
20 C 25.93228 1.66576 -19.04157
21 O 25.79280 2.45151 -20.24017
22 H 23.81390 1.57483 -18.66666
23 H 24.60523 2.85906 -17.76234
24 H 24.81055 1.13840 -17.29678
25 H 26.02166 0.62096 -19.34352
26 H 26.84042 2.06464 -18.59156
27 H 25.08375 2.05381 -20.75827
28 C 21.25665 -3.19194 -21.65407
29 C 21.04091 -3.96497 -20.35456
30 O 21.99479 -5.02545 -20.27171
31 H 22.25822 -2.75996 -21.65027
32 H 20.59871 -2.32269 -21.75207
33 H 21.06418 -3.84950 -22.50125
34 H 20.05363 -4.41940 -20.32290
35 H 21.22363 -3.23702 -19.55713
36 H 22.86771 -4.62946 -20.18256
37 C 21.06375 0.24096 -16.48531
38 C 21.46158 -0.59098 -17.71103
39 O 20.55650 -0.30261 -18.75581
40 H 21.76055 0.23646 -15.64931
41 H 20.13500 -0.17237 -16.07434
42 H 20.82348 1.24978 -16.82581
43 H 21.41831 -1.64488 -17.42339
44 H 22.47905 -0.38402 -18.03639
45 H 19.65068 -0.54148 -18.53085
46 C 20.88874 4.59447 -17.63242
47 C 19.76816 5.62627 -17.51037
48 O 20.18113 6.85349 -18.11147
49 H 21.75432 4.90395 -17.05714
50 H 21.12696 4.48849 -18.69336
51 H 20.57377 3.57238 -17.39717
52 H 19.47492 5.78083 -16.47212
53 H 18.87057 5.26180 -18.02252
54 H 20.07492 6.73328 -19.05914
55 C 23.20704 3.62518 -14.85230
56 C 22.41766 3.84298 -13.57626
57 O 22.26896 2.61562 -12.85875
58 H 23.23288 4.51485 -15.48066
59 H 22.74737 2.87051 -15.49567
60 H 24.23582 3.30655 -14.68307
61 H 21.41424 4.21794 -13.82506
62 H 22.83078 4.63227 -12.93893
63 H 21.93160 2.86290 -11.99131
64 C 16.74574 -0.91432 -14.54503
65 C 15.85305 -1.95090 -15.22002
66 O 15.54951 -1.36639 -16.50222
67 H 17.69937 -0.69891 -15.02579
68 H 16.90007 -1.20879 -13.50582
69 H 16.22101 0.04285 -14.51812
70 H 15.01166 -2.06930 -14.53403
71 H 16.36351 -2.89509 -15.41002
72 H 15.07635 -2.02635 -17.02769
73 C 25.45125 0.36062 -13.37991
74 C 24.23557 -0.32834 -12.77228
75 O 23.04762 -0.06933 -13.54139
76 H 25.45166 1.42797 -13.16063
77 H 25.45729 0.23335 -14.46327
78 H 26.36308 -0.10001 -12.99348
79 H 24.11825 0.01492 -11.74010
80 H 24.34180 -1.41379 -12.75545
81 H 22.81878 0.85756 -13.37059
82 C 18.67069 2.60659 -13.79626
83 C 18.71265 2.24559 -12.31248
84 O 17.85464 1.12704 -12.07322
85 H 17.64277 2.70108 -14.14993
86 H 19.13103 1.80485 -14.37732
87 H 19.22496 3.52341 -14.01045
88 H 18.34631 3.07571 -11.69885
89 H 19.72884 2.01187 -12.00127
90 H 16.96271 1.44749 -12.23540
91 C 19.31681 -3.18030 -15.80558
92 C 19.57218 -4.05434 -17.01755
93 O 19.88406 -5.37208 -16.59819
94 H 18.37293 -3.47744 -15.34916
95 H 19.22994 -2.15561 -16.16584
96 H 20.12172 -3.26682 -15.07894
97 H 20.44082 -3.65646 -17.55827
98 H 18.75549 -3.96975 -17.74436
99 H 20.06081 -5.91614 -17.37256
100 C 16.30105 -0.58889 -19.93630
101 C 17.37746 -1.57163 -19.50664
102 O 17.87815 -1.22040 -18.21001
103 H 16.71390 0.42519 -19.89328
104 H 15.48179 -0.53532 -19.21667
105 H 15.91866 -0.73260 -20.94611
106 H 18.18540 -1.69005 -20.22545
107 H 16.93506 -2.56887 -19.37722
108 H 17.14519 -1.32390 -17.57425
109 C 17.79509 2.05688 -17.26575
110 C 16.32077 2.15061 -17.01286
111 O 15.92489 3.50975 -16.91006
112 H 18.15602 1.03086 -17.29068
113 H 18.37428 2.57029 -16.49428
114 H 18.06136 2.53818 -18.21005
115 H 15.98216 1.53973 -16.16651
116 H 15.78564 1.66060 -17.84248
117 H 14.99391 3.53637 -16.67330
118 C 27.95368 -1.79287 -18.21575
119 C 26.83708 -2.22599 -17.27459
120 O 25.60097 -1.82260 -17.82458
121 H 27.83773 -0.72184 -18.39231
122 H 27.82245 -2.26634 -19.19242
123 H 28.95055 -1.98626 -17.82575
124 H 27.05090 -1.63420 -16.37502
125 H 26.83068 -3.30705 -17.11390
126 H 24.91836 -1.74893 -17.13710

The HOMO energy comes out at -9.6 eV. Its orbital gap is 9.797 eV. The net charge is 0.

2.
Here is a 6-piece molecular cluster, C8H22F24N2P4 overall from the OMol25 dataset. Energies are from ωB97M-V/def2-TZVPD.

Positions of all 60 atoms, in Å:
1 N 1.32950 2.09138 -1.88956
2 H 2.03910 2.71057 -2.25447
3 H 0.57723 2.61277 -2.31657
4 H 1.24962 2.05243 -0.88347
5 H 1.31858 1.21152 -2.38536
6 C -1.54782 -0.58836 -0.43794
7 C -1.37326 -1.81743 0.56662
8 C -1.75765 -1.45572 2.03288
9 N -1.58182 -2.59854 3.13133
10 C -0.06182 -2.94658 3.36290
11 C -2.31866 -3.88997 2.75577
12 C -3.18126 -4.16693 4.01514
13 C -3.59989 -2.79904 4.45031
14 C -2.24892 -2.05178 4.47529
15 H -2.60654 -0.32918 -0.43280
16 H -1.31202 -0.90207 -1.45483
17 H -0.97351 0.27016 -0.08979
18 H -0.35959 -2.21804 0.57589
19 H -2.01681 -2.61466 0.19465
20 H -2.77930 -1.07763 2.07012
21 H -1.14023 -0.62139 2.36570
22 H 0.31893 -3.33975 2.42027
23 H -0.00553 -3.75550 4.09132
24 H 0.46373 -2.05739 3.71107
25 H -1.73066 -4.70333 2.33056
26 H -2.98817 -3.52753 1.97571
27 H -2.53390 -4.63370 4.75754
28 H -4.04649 -4.81376 3.86986
29 H -3.97613 -2.75167 5.47221
30 H -4.32966 -2.27821 3.83042
31 H -1.55882 -2.14555 5.31378
32 H -2.44196 -0.99360 4.29893
33 P -1.57012 4.54227 -2.48199
34 F -1.17400 2.96361 -2.16094
35 F -0.01511 4.69398 -2.94041
36 F -2.02306 4.10984 -4.05532
37 F -1.87233 6.08193 -2.77376
38 F -3.15950 4.29842 -2.02414
39 F -1.18946 4.82273 -0.90966
40 P 4.32932 3.33323 -2.85566
41 F 4.16314 1.98770 -1.89932
42 F 3.09137 2.80949 -3.76013
43 F 3.11233 4.05313 -1.98664
44 F 4.44757 4.54120 -3.95248
45 F 5.42332 3.94037 -1.76606
46 F 5.48273 2.51933 -3.69607
47 P 1.31856 -0.66031 -4.75497
48 F -0.05240 -0.97588 -5.46144
49 F 0.46805 -1.07704 -3.37678
50 F 1.95544 -2.15352 -4.90819
51 F 2.72403 -0.26452 -3.98591
52 F 2.02159 -0.22572 -6.15956
53 F 0.79353 0.81022 -4.45485
54 P 2.38481 0.58676 1.51886
55 F 3.26911 1.33487 2.69405
56 F 2.10582 2.02172 0.80615
57 F 3.79874 0.47230 0.56732
58 F 1.57646 -0.12010 0.33959
59 F 2.77207 -0.93900 2.05274
60 F 0.99170 0.62149 2.46211

The HOMO energy (spin up / spin down) comes out at -9.0 / -9.0 eV. Its orbital gap (spin up / spin down) is 9.951 / 2.993 eV. The net charge is -1. Its expectation value of S² is 0.75. Its spin multiplicity is 2.

3.
Here is C2H3I3O2 as an isolated structure from the OMol25 dataset. Energies are from ωB97M-V/def2-TZVPD.

Positions of all 10 atoms, in Å:
1 C 0.95360 -0.64573 -1.42837
2 C 0.01034 0.65035 1.81813
3 O 0.82797 -0.20323 2.00174
4 O -1.33746 0.43057 1.86222
5 I 1.14819 -2.55699 -0.72407
6 I -1.25722 0.02214 -1.68788
7 I 0.47099 2.70925 1.50189
8 H 1.30020 -0.72877 -2.36435
9 H 1.23223 -1.83008 0.74023
10 H -1.88373 1.28023 1.64876

The HOMO energy comes out at -7.8 eV. Its orbital gap is 7.550 eV. The net charge is 0.

4.
Here is a 2-piece molecular cluster, C6H9P overall from the OMol25 dataset. Energies are from ωB97M-V/def2-TZVPD.

Positions of all 16 atoms, in Å:
1 C -1.73700 1.72495 1.78633
2 C 2.37315 -1.74280 -1.29656
3 C -1.99259 0.90490 0.71221
4 C 1.87873 -1.62222 -0.10822
5 C -1.01573 0.25226 -0.03085
6 C 0.36864 0.39962 0.14346
7 P 0.18271 1.05519 -1.45843
8 H -2.54997 2.23788 2.26627
9 H -0.74326 1.77360 2.19121
10 H 2.99073 -2.54307 -1.74302
11 H 1.89195 -1.11115 -2.02717
12 H -2.96366 0.76502 0.38741
13 H 1.69494 -2.05878 0.87637
14 H -1.37237 -0.82300 -0.34730
15 H 0.83392 0.99011 0.96541
16 H 0.15981 -0.20251 -2.31712

The HOMO energy (spin up / spin down) comes out at -7.7 / -7.9 eV. Its orbital gap (spin up / spin down) is 7.896 / 7.807 eV. The net charge is 0.

no.,E (hartree),strongest force on any atom (eV/Å)
1,-2170.43544,1.66
2,-4190.45409,3.18
3,-1121.40991,4.38
4,-575.10982,4.96